Entry 1:
Computed, not measured: a single C5H6O molecule at a distorted geometry, with wB97M-V/def2-TZVPD.

Structure (ORCA input):
```
! wB97M-V def2-TZVPD RIJCOSX def2/J DEFGRID3
* xyz 0 1
C -0.69960 -0.28234 -0.35806
C 0.77206 -0.72816 -0.75320
C 1.48577 -0.02899 0.45586
C 0.73813 0.77860 1.17156
C -0.64260 0.61896 0.68392
H 0.70308 -1.89826 -1.10168
H 0.82386 -0.02367 -1.72017
H 2.61568 -0.56130 0.45411
H 1.08243 1.45931 2.09461
H -1.45821 1.61994 0.72620
H -1.18214 -0.11631 1.34911
O -1.56341 -0.32852 -1.12533
*
```

Calculated values
**Structure (SMILES)**: O=C1CC=CC1
**E_LUMO**: 0.83 eV

Entry 2:
Computed, not measured: a molecular structure, C18H13ClN3O5W, with wB97M-V/def2-TZVPD.

Structure (ORCA input):
```
! wB97M-V def2-TZVPD RIJCOSX def2/J DEFGRID3
* xyz 1 1
W 1.04822 -0.85228 -0.56591
Cl -5.62041 -3.35953 0.16649
C -4.07158 -2.81182 -0.36292
C -3.39473 -3.53040 -1.36934
C -2.16895 -3.11952 -1.82044
C -1.54905 -1.99576 -1.25287
O -0.37545 -1.59605 -1.70299
C -2.23037 -1.26382 -0.25291
C -1.74841 -0.01684 0.20764
N -0.53729 0.44415 0.04752
C -0.24703 1.80447 0.34291
C -1.10124 2.76548 0.81465
C -0.63594 4.07906 1.03543
C 0.65496 4.42763 0.76508
C 1.55379 3.46154 0.25590
C 2.89614 3.73543 -0.08399
C 3.68181 2.73705 -0.59141
C 3.14350 1.45675 -0.74964
N 1.89179 1.15383 -0.43081
C 1.09057 2.15313 0.05876
C -3.51686 -1.68681 0.16882
H -3.86340 -4.41185 -1.78586
H -1.63865 -3.65307 -2.59692
H -2.47728 0.62169 0.70070
H -2.14024 2.54781 1.01774
H -1.32581 4.81958 1.41543
H 1.00110 5.44012 0.92487
H 3.28863 4.73502 0.05484
H 4.71122 2.90785 -0.86916
H 3.76043 0.65675 -1.13066
H -4.05205 -1.11600 0.91719
C -0.02867 -2.04110 2.38588
C 0.57407 -1.84014 1.05235
O 1.01246 -2.77631 0.32945
H 0.58023 -2.75973 2.93471
H -1.02375 -2.47360 2.25378
H -0.11342 -1.10983 2.93987
O 4.29290 -2.45899 -1.65840
N 3.30068 -1.91367 -1.32957
O 2.26133 -1.77731 -2.07152
O 3.11676 -1.38290 -0.16469
*
```

Calculated values
**E_LUMO**: -4.55 eV

Entry 3:
Computed, not measured: a molecular structure, C2H3N3O at a distorted geometry, with wB97M-V/def2-TZVPD.

Structure (ORCA input):
```
! wB97M-V def2-TZVPD RIJCOSX def2/J DEFGRID3
* xyz 0 1
O -0.64105 -1.32658 1.74439
C -0.52097 -0.51359 0.73111
N 0.56628 -0.81120 0.00680
N 0.75138 0.31067 -0.75790
C -0.34360 1.08737 -0.57797
N -1.15573 0.62784 0.35622
H 0.48482 -1.65723 1.22560
H 1.34940 0.28410 -1.57771
H -0.49054 1.99862 -1.15056
*
```

Calculated values
**E_LUMO**: 0.75 eV

Entry 4:
Computed, not measured: a single C3H6N2O2 molecule, with wB97M-V/def2-TZVPD.

Structure (ORCA input):
```
! wB97M-V def2-TZVPD RIJCOSX def2/J DEFGRID3
* xyz 0 1
N 1.03587 0.11151 1.68172
C 0.11960 0.63167 0.78099
O -0.91294 -0.26347 0.54177
C 0.09544 1.84354 0.23048
O 0.01309 -0.52434 -1.63094
C -0.96540 -0.80878 -0.71734
N -0.07502 -1.87713 -1.03086
H 1.19406 -0.88054 1.55994
H 1.89880 0.63588 1.73209
H 0.91328 2.54210 0.35494
H -0.75368 2.13644 -0.37448
H -1.99255 -0.82887 -1.08090
H -0.50345 -2.44743 -1.76744
*
```

Calculated values
**Structure (SMILES)**: C=C(N)O[C@@H]1NO1
**E_LUMO**: 0.94 eV

Entry 5:
Computed, not measured: a molecular structure, C22H16Co2NO7 at a distorted geometry, with wB97M-V/def2-TZVPD.

Structure (ORCA input):
```
! wB97M-V def2-TZVPD RIJCOSX def2/J DEFGRID3
* xyz -1 1
C -4.66631 3.56191 3.45060
O -4.81408 3.23941 2.04812
C -3.70946 3.18741 1.25950
C -3.93345 2.89917 -0.11029
C -2.87483 2.81424 -0.98237
C -1.54949 3.00337 -0.52100
N -0.49420 2.79362 -1.35802
C -1.32817 3.31092 0.84168
C -2.38712 3.39873 1.72772
H -5.68989 3.54709 3.82690
H -4.05900 2.80569 3.96967
H -4.22683 4.56166 3.58350
H -4.95788 2.74680 -0.44081
H -3.04090 2.58194 -2.03443
H 0.42214 3.15033 -1.10440
H -0.65997 2.70285 -2.35671
H -0.30512 3.45168 1.19257
H -2.20873 3.62089 2.78030
O -1.38298 -1.45314 1.02394
C -0.64714 -1.00769 0.24560
Co 0.46932 -0.46657 -0.97683
C -0.71422 -0.02999 -2.20602
O -1.59509 0.20161 -2.92508
C 1.48684 0.83073 -0.37596
O 2.03022 1.72908 0.13366
C 1.73300 -2.01626 -0.84904
C 2.23002 -2.44273 0.46102
C 2.51292 -1.52952 1.50184
C 2.61649 -1.95493 2.82304
C 2.51718 -3.31378 3.11746
C 2.49804 -4.24869 2.07442
C 2.40460 -3.82261 0.74611
C 1.37620 -2.88037 -1.93089
C 0.70298 -4.01657 -2.15226
Co 2.21451 -1.45507 -2.47368
C 3.03244 0.13144 -2.31527
O 3.64922 1.10633 -2.41183
C 3.50152 -2.29841 -3.37631
O 4.34921 -2.75400 -4.01989
C 1.15190 -0.93355 -3.81845
O 0.63583 -0.58872 -4.79474
H 2.65901 -0.48155 1.25195
H 2.77756 -1.22817 3.62118
H 2.47177 -3.64298 4.15514
H 2.55393 -5.31623 2.28905
H 2.41381 -4.54059 -0.07700
H 0.45666 -4.29235 -3.17889
H 0.37754 -4.66244 -1.33481
*
```

Calculated values
**E_LUMO**: 2.68 eV

Entry 6:
Computed, not measured: a gas-phase ion, C11H14ClN2 (charge +1) at a distorted geometry, with wB97M-V/def2-TZVPD.

Structure (ORCA input):
```
! wB97M-V def2-TZVPD RIJCOSX def2/J DEFGRID3
* xyz 1 1
C 1.63602 -1.49908 2.89097
C 0.46094 -0.91998 2.32807
C 2.46954 -1.81700 1.82636
C 0.72717 -0.72307 0.95594
C -2.05032 0.63254 -1.21236
C -0.11142 -0.15260 -0.04921
C -1.42615 -0.24599 -0.24274
C -1.34700 1.07628 -2.24673
C 0.10206 0.61116 -2.36000
C -2.40632 -0.99816 0.62061
C 0.74119 2.29944 -0.54758
N 1.99965 -1.18780 0.71924
N 0.67678 0.79841 -1.01719
Cl -1.92666 1.98241 -3.61591
H 1.66931 -1.93847 3.89675
H -0.37579 -0.59418 2.90658
H 3.41871 -2.37398 1.69300
H -3.14740 0.86587 -0.86016
H 0.22585 -0.40572 -2.60171
H 0.59785 1.17092 -3.06823
H -2.11477 -2.01872 0.80611
H -3.38335 -0.87892 0.06133
H -2.62374 -0.52574 1.57579
H -0.24776 2.55319 -0.42054
H 1.29973 2.49944 0.37767
H 1.03926 2.87169 -1.42796
H 2.35624 -1.58352 -0.07393
H 1.74038 0.50159 -0.91414
*
```

Calculated values
**Structure (SMILES)**: CC1=C(c2ccc[nH]2)[N@H+](C)CC(Cl)=C1
**E_LUMO**: -3.50 eV

For reference, orbital gap by record: 9.70, 6.43, 10.08, 9.35, 6.82, 8.07 eV.
For reference, relative energy (zero: lowest compared OMol25 entry of this formula, charge and spin) by record: 348.98, 0.00, 230.38, 444.14, 0.00, 31.55 kJ/mol.